1.
Formula: C38H41N4O2P
Source: OMol25
Level of theory: ωB97M-V/def2-TZVPD

The geometry in XYZ format:
```
86
Properties=species:S:1:pos:R:3:forces:R:3
C 4.3285 -6.7090 2.5574 -0.2 -0.2 0.0
C 4.2569 -5.0769 2.4188 0.0 4.5 -0.6
C 3.4660 -4.0851 3.5058 2.0 1.1 -3.2
C 3.4196 -2.4235 3.3332 1.7 -2.4 -2.5
C 4.1448 -1.6340 2.0625 0.5 -4.5 0.5
C 4.0691 0.0246 1.8605 -1.8 -1.3 0.4
C 2.5031 0.3144 1.3691 -2.1 0.4 -1.9
C 1.3159 0.8725 2.4027 -0.9 -0.9 -4.7
C -0.1799 1.0484 1.7420 1.8 -1.1 -1.7
C -0.4758 0.6914 0.1348 2.3 -0.4 0.9
C 0.7098 0.1781 -0.8780 2.0 0.7 4.7
P 0.5046 -0.2257 -2.7435 -0.7 0.2 -0.3
C 0.9072 -2.0874 -2.8994 0.6 -0.8 0.8
C 1.9635 0.6842 -3.5980 2.2 0.2 0.3
C 2.2159 -0.0097 -0.2433 -3.5 1.4 2.8
C -2.0370 0.8524 -0.4439 0.0 1.7 -3.7
O -2.2446 1.3047 -1.6848 1.0 -2.9 7.6
C -3.2224 0.4646 0.6462 0.9 1.0 4.1
C -4.6300 -0.2976 0.2968 0.4 -0.4 0.1
C -5.4546 0.3081 -0.9831 -0.8 0.3 -0.7
C -6.4287 -0.8151 -1.7364 -0.1 0.1 -0.1
N -6.7374 -2.0209 -0.8768 0.3 0.5 -0.4
C -2.9506 0.8139 2.0985 0.6 -0.4 -3.3
C -1.5307 1.5461 2.5939 0.5 2.7 2.4
O -1.4687 2.4613 3.5733 -0.4 -5.8 -5.9
C 4.9432 -2.6303 0.9880 -1.8 -1.9 2.7
C 4.9907 -4.2905 1.1606 -2.0 1.7 2.8
H 5.4010 -7.1454 2.2729 -2.3 1.2 0.6
H 4.0786 -7.0829 3.6587 0.6 1.1 -2.3
H 3.5454 -7.2623 1.8491 1.6 1.5 1.4
H 2.9547 -4.6397 4.4142 1.1 1.6 -2.0
H 2.8211 -1.8356 4.1512 1.3 -1.2 -1.8
H 4.1884 0.5974 2.8840 0.2 -1.3 -2.1
H 4.8535 0.3443 1.0506 -1.7 -0.5 1.6
H 1.5334 1.1169 3.5356 -0.5 -0.6 -2.7
H 0.7697 -2.5079 -3.9890 0.4 1.2 2.0
H 0.1232 -2.6652 -2.2094 1.9 1.3 -1.3
H 2.0234 -2.2263 -2.5240 -2.3 -0.3 -0.7
H 2.8654 0.8620 -2.8394 -1.9 -0.3 -1.6
H 2.4297 0.0170 -4.4681 -1.3 1.4 1.7
H 1.6660 1.7541 -3.9910 0.4 -2.3 0.7
H 3.0772 -0.3988 -0.9590 -1.9 0.9 1.9
H -4.3664 -1.4503 0.1359 -0.4 2.6 0.1
H -5.3200 -0.2842 1.2709 1.7 0.3 -2.2
H -4.7950 0.7718 -1.8308 -0.9 -0.9 1.9
H -6.1878 1.1666 -0.6240 1.7 -1.7 -0.5
H -7.4592 -0.2961 -2.0236 2.2 -1.0 0.6
H -5.9564 -1.2024 -2.7614 -0.9 0.9 2.4
H -6.9907 -1.7706 0.1044 0.6 -0.4 -1.3
H -6.0028 -2.7602 -0.9312 -0.9 1.2 0.3
H -3.7171 0.5874 2.9645 1.6 0.7 -2.1
H 5.4797 -2.2109 0.0297 -1.2 -0.7 2.2
H 5.5602 -4.9681 0.3722 -1.3 1.8 1.8
C -7.2908 3.8874 3.7863 0.0 0.0 0.0
C -7.6270 2.5913 4.1627 0.1 0.2 -0.1
C -6.9760 1.5381 3.5404 0.6 0.0 -0.6
N -6.0345 1.6963 2.5845 -0.6 0.8 0.6
C -5.7305 2.9661 2.2387 -0.1 -0.8 0.1
C -6.3234 4.0827 2.8059 -0.2 -0.1 0.2
H -7.7787 4.7382 4.2527 0.1 -0.1 -0.1
H -8.3774 2.4055 4.9226 0.1 0.0 -0.1
H -7.2011 0.5082 3.8018 0.0 0.1 0.0
H -4.9725 3.0663 1.4669 0.0 0.0 0.1
H -6.0387 5.0801 2.4908 0.0 -0.1 0.0
C 5.3764 5.3005 2.6381 0.0 0.0 0.0
C 6.3936 4.3521 2.6218 -0.2 0.1 0.0
C 6.1661 3.1357 3.2453 -0.7 -0.3 0.4
N 5.0128 2.8173 3.8730 0.1 0.9 -0.5
C 4.0444 3.7588 3.8739 0.6 -0.7 0.1
C 4.1764 5.0014 3.2750 0.3 0.1 -0.1
H 5.5176 6.2649 2.1588 0.0 -0.1 0.1
H 7.3408 4.5548 2.1349 -0.1 0.0 0.1
H 6.9278 2.3616 3.2570 0.0 0.1 0.0
H 3.1283 3.4794 4.3867 0.0 0.1 -0.1
H 3.3642 5.7187 3.3049 0.1 -0.1 0.0
C 0.5074 -0.9092 -8.9799 0.0 0.0 0.0
C 1.1560 -2.1338 -8.8609 -0.1 0.2 0.0
C 1.3839 -2.6341 -7.5889 -0.2 0.3 0.8
N 1.0157 -1.9991 -6.4546 -0.2 0.4 -1.0
C 0.3895 -0.8114 -6.6020 0.4 -0.8 0.3
C 0.1142 -0.2320 -7.8302 0.1 -0.2 -0.3
H 0.3101 -0.4857 -9.9605 0.0 -0.1 0.1
H 1.4760 -2.6857 -9.7373 0.0 0.0 0.1
H 1.8836 -3.5875 -7.4437 0.0 0.1 -0.1
H 0.1059 -0.3202 -5.6754 -0.1 0.0 -0.1
H -0.3937 0.7239 -7.8892 0.0 -0.1 0.0
```
Forces are in eV/Å.

Results
**LUMO level**: -0.0435 Eh
**HOMO-LUMO gap**: 6.709 eV
**HOMO**: -0.2901 Ha
**SMILES**: Cc1ccc(Cc2cc3c(c(P(C)C)c2)C(=O)C(CCCN)=CC3=O)cc1.c1ccncc1.c1ccncc1.c1ccncc1
**Net charge**: 0
**Spin multiplicity**: 1
**M**: 616.7 g/mol



2.
Formula: C38H41N8O4RbS3
Source: OMol25
Level of theory: ωB97M-V/def2-TZVPD

The geometry in XYZ format:
```
95
Properties=species:S:1:pos:R:3:forces:R:3
Rb -0.4306 -0.0081 -0.3517 1.0 -0.2 -0.4
S 1.7017 -2.1174 -1.3369 -0.2 0.5 -0.2
C 2.8247 -0.8139 -1.4628 1.0 -0.4 -0.2
N 4.0852 -1.0903 -1.7515 -0.9 -0.1 0.0
N 4.9131 -0.0688 -2.1123 -0.2 0.8 0.1
C 4.8631 0.5904 -3.3409 0.0 -0.3 0.1
C 6.0121 1.2503 -3.7766 0.1 0.1 -0.1
C 6.0214 1.9116 -4.9962 0.0 0.0 0.1
C 4.8924 1.9106 -5.8058 -0.1 0.0 0.0
C 3.7534 1.2377 -5.3729 0.0 0.1 0.0
C 3.7264 0.5862 -4.1483 0.0 -0.1 -0.1
N 2.4723 0.4583 -0.9599 -0.2 -0.9 0.4
N 3.0196 1.4627 -1.4372 0.5 0.4 -0.1
C 3.0303 2.5934 -0.5611 -0.2 0.3 -0.2
C 2.6003 2.6013 0.7589 0.1 0.1 0.1
C 2.6798 3.7675 1.5062 0.0 0.0 0.0
C 3.1969 4.9303 0.9480 0.0 -0.1 0.0
C 3.6417 4.9192 -0.3707 0.0 0.0 0.0
C 3.5574 3.7534 -1.1200 0.2 0.1 -0.2
H 5.8428 -0.2014 -1.7660 0.3 -0.3 0.0
H 6.9079 1.2280 -3.1598 -0.1 0.0 -0.1
H 6.9249 2.4145 -5.3248 -0.1 0.0 0.0
H 4.9038 2.4152 -6.7645 0.0 0.0 0.0
H 2.8674 1.2186 -6.0006 0.1 0.0 0.0
H 2.8457 0.0374 -3.8344 0.1 0.1 0.0
H 2.2200 1.6923 1.1934 -0.1 -0.1 0.1
H 2.3232 3.7732 2.5309 0.0 0.0 -0.1
H 3.2660 5.8367 1.5388 0.0 -0.1 0.0
H 4.0637 5.8152 -0.8099 0.0 0.0 0.0
H 3.9061 3.7121 -2.1509 0.0 0.0 0.1
O 2.6624 -6.9579 -1.3808 0.1 0.3 0.1
C 2.8825 -5.9821 -0.3852 -0.2 0.0 -0.2
N 1.7231 -5.1482 -0.1185 -0.2 -0.3 0.1
C 0.5793 -5.7255 0.3100 0.2 -0.2 -0.1
O 0.4739 -6.9338 0.5071 0.0 0.2 0.0
C -0.5850 -4.8028 0.5199 0.1 -0.2 0.0
C -1.8822 -5.2602 0.3528 -0.1 0.0 0.0
C -2.9321 -4.3642 0.4915 0.0 0.0 -0.1
C -2.6387 -3.0413 0.7918 0.2 -0.2 0.0
N -1.3955 -2.6051 1.0075 -0.2 0.1 0.0
C -0.3989 -3.4843 0.8844 0.0 0.5 0.0
H 1.9724 -7.5335 -1.0350 -0.1 -0.1 0.1
H 3.6709 -5.3287 -0.7397 0.1 0.1 -0.1
H 3.1845 -6.4438 0.5506 0.1 -0.2 0.2
H 1.7179 -4.1935 -0.4692 0.2 0.0 0.0
H -2.0464 -6.3006 0.1003 0.0 0.0 0.0
H -3.9577 -4.6765 0.3423 0.0 0.0 0.0
H -3.4324 -2.3002 0.8458 0.1 -0.1 0.0
H 0.6003 -3.0986 1.0566 -0.1 0.0 0.0
C -4.4181 0.2749 2.3356 -0.2 -0.2 0.1
S -2.7056 0.4496 1.8563 -0.2 0.3 -0.1
O -2.7242 0.7200 0.3732 -1.0 0.2 0.7
C -2.4428 1.9895 2.7179 0.1 0.1 0.0
C -3.1808 3.1219 2.3973 0.0 0.0 0.0
C -2.9298 4.3009 3.0769 0.1 0.0 0.0
C -1.9414 4.3459 4.0587 0.0 0.0 0.0
C -1.1960 3.2147 4.3584 0.0 0.0 0.0
C -1.4454 2.0250 3.6822 0.0 0.0 0.0
H -4.9741 1.1224 1.9345 0.0 -0.1 0.0
H -4.4673 0.2500 3.4273 0.0 0.0 -0.1
H -4.7906 -0.6614 1.9186 0.0 0.1 0.0
H -3.9171 3.0898 1.5989 0.1 0.0 0.1
H -3.4900 5.1930 2.8280 0.0 0.0 0.0
H -1.7464 5.2734 4.5853 0.0 -0.1 -0.1
H -0.4198 3.2573 5.1128 0.0 0.0 0.0
H -0.8649 1.1335 3.8972 0.0 0.0 0.0
C 2.0906 5.2200 -5.3967 -0.1 0.0 0.0
C 1.5189 5.3817 -3.9929 0.0 0.0 0.0
C 0.9632 4.0747 -3.4479 0.0 0.2 0.2
N 0.5605 4.2501 -2.0439 0.2 -0.1 -0.2
C -0.5072 3.7933 -1.4070 -0.4 0.1 -0.2
S -0.6400 3.7446 0.2589 0.0 -0.1 -0.2
N -1.5734 3.3312 -2.1935 0.2 0.3 -0.1
C -2.2214 3.9070 -3.2972 0.0 -0.1 0.1
O -3.0777 3.2700 -3.8668 0.1 0.1 0.0
C -1.8893 5.3123 -3.7088 -0.1 -0.1 0.2
C -1.7142 6.3303 -2.7769 0.0 0.0 0.1
C -1.4948 7.6326 -3.2108 0.0 0.0 0.0
C -1.4420 7.9141 -4.5706 0.0 0.0 0.0
C -1.6273 6.8962 -5.5008 0.0 0.0 0.0
C -1.8635 5.5999 -5.0686 0.0 0.0 -0.1
H 2.5049 6.1633 -5.7598 0.0 -0.1 0.0
H 1.3133 4.9032 -6.1035 0.1 0.0 0.1
H 2.8842 4.4709 -5.4133 0.0 0.0 0.0
H 0.7212 6.1299 -3.9922 0.1 0.0 0.0
H 2.2979 5.7397 -3.3100 0.0 0.0 0.0
H 1.7096 3.2775 -3.5097 0.1 0.0 0.1
H 0.1063 3.7677 -4.0344 0.0 -0.1 0.0
H 1.2941 4.5595 -1.4198 0.0 0.1 0.0
H -2.1270 2.6209 -1.7432 -0.2 -0.1 0.1
H -1.7618 6.1148 -1.7134 0.0 0.0 -0.1
H -1.3602 8.4264 -2.4837 0.0 -0.1 -0.1
H -1.2627 8.9293 -4.9068 0.0 -0.1 0.0
H -1.5955 7.1164 -6.5621 0.0 0.0 0.1
H -2.0297 4.7968 -5.7785 0.0 0.1 0.0
```
Forces are in eV/Å.

Results
**Energy relative to the best compared isomer or geometry (same formula, charge and spin)**: 28.86 kcal/mol
**LUMO level**: -0.0071 Eh
**HOMO-LUMO gap**: 6.555 eV
**HOMO**: -0.2481 Ha
**Net charge**: 0
**Spin multiplicity**: 1
**M**: 855.5 g/mol



3.
Formula: C38H41N8O4RbS3
Source: OMol25
Level of theory: ωB97M-V/def2-TZVPD

The geometry in XYZ format:
```
95
Properties=species:S:1:pos:R:3:forces:R:3
Rb 1.2037 1.2785 -2.3171 0.0 0.0 -0.2
S 4.2490 2.0072 -1.3455 0.0 0.0 -0.1
C 3.8391 1.1011 0.0456 0.0 0.0 0.0
N 4.6053 0.2613 0.6472 0.0 0.0 0.0
N 3.9814 -0.4460 1.7258 0.0 0.0 0.0
C 4.1537 0.0725 3.0293 0.0 0.0 0.0
C 3.7351 -0.7183 4.1016 0.0 0.0 0.0
C 3.8182 -0.2449 5.3988 0.0 0.0 0.0
C 4.3185 1.0278 5.6514 0.0 0.0 0.0
C 4.7427 1.8073 4.5857 0.0 0.0 0.0
C 4.6666 1.3401 3.2804 0.0 0.0 0.0
N 2.4486 1.2436 0.4279 0.0 0.0 0.1
N 2.2911 1.8575 1.4858 0.0 0.0 -0.1
C 0.9386 1.9810 1.9156 -0.1 0.0 0.1
C -0.1192 2.2611 1.0622 0.0 0.0 0.0
C -1.4038 2.3800 1.5769 0.0 0.0 0.0
C -1.6295 2.1993 2.9352 0.0 0.0 0.0
C -0.5642 1.9250 3.7837 0.0 0.0 0.0
C 0.7238 1.8366 3.2812 0.0 0.0 0.0
H 4.3717 -1.3793 1.7034 0.0 0.0 0.0
H 3.3198 -1.7007 3.9036 0.0 0.0 0.0
H 3.4826 -0.8694 6.2175 0.0 0.0 0.0
H 4.3777 1.4021 6.6649 0.0 0.0 0.0
H 5.1404 2.7983 4.7660 0.0 0.0 0.0
H 4.9901 1.9572 2.4553 0.0 0.0 0.0
H 0.0590 2.4196 0.0076 0.0 0.0 0.1
H -2.2237 2.6193 0.9094 0.0 0.0 0.0
H -2.6320 2.2876 3.3334 0.0 0.0 0.0
H -0.7364 1.7891 4.8434 0.0 0.0 0.0
H 1.5741 1.6368 3.9231 0.0 0.0 0.0
O -4.8772 6.9885 -0.5273 0.0 0.0 0.0
C -4.4256 5.7870 0.0392 0.0 0.0 0.0
N -3.1268 5.3749 -0.4528 0.0 0.0 0.0
C -2.0526 6.1543 -0.1601 0.0 0.0 -0.1
O -2.1688 7.1512 0.5370 0.0 0.0 0.0
C -0.7214 5.7470 -0.7110 0.0 0.0 0.0
C 0.3691 6.5839 -0.5040 0.0 0.0 0.0
C 1.6105 6.1878 -0.9641 0.0 0.0 0.0
C 1.7248 4.9652 -1.6115 0.0 0.0 0.0
N 0.6859 4.1560 -1.8248 0.0 0.1 0.0
C -0.5050 4.5521 -1.3788 0.0 0.0 0.0
H -4.2955 7.6818 -0.1887 0.0 0.0 0.0
H -5.1447 5.0145 -0.2225 0.0 0.0 0.0
H -4.3575 5.8709 1.1253 0.0 0.0 0.0
H -3.0814 4.7162 -1.2107 0.0 0.0 0.0
H 0.2206 7.5154 0.0255 0.0 0.0 0.0
H 2.4879 6.8001 -0.8109 0.0 0.0 0.0
H 2.6906 4.5996 -1.9407 0.0 0.0 0.0
H -1.3111 3.8438 -1.5364 0.0 0.0 0.0
C 3.3155 -1.8826 -1.4124 0.0 0.0 0.1
S 1.5888 -1.8836 -0.9074 0.4 -0.1 0.0
O 0.8141 -1.6340 -2.1773 -0.1 0.1 0.0
C 1.4779 -3.6372 -0.5879 -0.1 0.0 0.1
C 1.1566 -4.5082 -1.6157 0.0 0.0 0.0
C 1.0454 -5.8627 -1.3366 0.0 0.0 0.0
C 1.2521 -6.3257 -0.0430 0.0 0.0 0.0
C 1.5629 -5.4384 0.9803 0.0 0.0 0.0
C 1.6681 -4.0809 0.7124 0.0 0.0 0.0
H 3.4016 -2.5121 -2.2976 0.0 0.0 0.0
H 3.9180 -2.2732 -0.5941 0.0 0.0 0.0
H 3.6243 -0.8544 -1.6081 0.0 0.0 -0.1
H 0.9837 -4.1164 -2.6106 0.0 0.0 0.0
H 0.7944 -6.5576 -2.1277 0.0 0.0 0.0
H 1.1630 -7.3829 0.1712 0.0 0.0 0.0
H 1.7064 -5.8012 1.9894 0.0 0.0 0.0
H 1.8678 -3.3678 1.5040 0.0 0.0 0.0
C -1.5895 -3.6003 -4.2497 0.0 0.0 0.0
C -2.6131 -2.4963 -4.5038 0.0 0.0 0.0
C -2.2257 -1.1516 -3.9041 0.0 0.0 0.0
N -2.0548 -1.2772 -2.4678 0.0 0.0 0.0
C -2.0313 -0.2667 -1.6128 0.0 0.0 0.0
S -2.2505 1.3364 -2.0681 0.0 0.0 0.0
N -1.7784 -0.5671 -0.2874 0.0 0.0 0.0
C -1.6794 -1.8002 0.3751 0.0 0.0 0.0
O -0.9602 -1.8945 1.3406 0.0 0.0 0.0
C -2.5350 -2.9338 -0.0876 0.0 0.0 0.0
C -3.8362 -2.7233 -0.5386 0.0 0.0 0.0
C -4.6179 -3.8024 -0.9139 0.0 0.0 0.0
C -4.0968 -5.0900 -0.8574 0.0 0.0 0.0
C -2.8041 -5.3005 -0.3999 0.0 0.0 0.0
C -2.0260 -4.2243 0.0004 0.0 0.0 0.0
H -1.8376 -4.4943 -4.8218 0.0 0.0 0.0
H -1.5562 -3.9020 -3.1987 0.0 0.0 0.0
H -0.5863 -3.2771 -4.5367 0.0 0.0 0.0
H -3.5895 -2.7962 -4.1146 0.0 0.0 0.0
H -2.7333 -2.3493 -5.5788 0.0 0.0 0.0
H -2.9887 -0.3992 -4.0925 0.0 0.0 0.0
H -1.2903 -0.7913 -4.3473 0.0 0.0 0.0
H -1.6567 -2.1499 -2.1558 0.0 0.0 0.0
H -1.4469 0.2172 0.2656 0.0 0.0 0.0
H -4.2344 -1.7174 -0.5893 0.0 0.0 0.0
H -5.6332 -3.6414 -1.2516 0.0 0.0 0.0
H -4.7060 -5.9312 -1.1620 0.0 0.0 0.0
H -2.4007 -6.3032 -0.3460 0.0 0.0 0.0
H -1.0253 -4.3750 0.3829 0.0 0.0 0.0
```
Forces are in eV/Å.

Results
**Energy relative to the best compared isomer or geometry (same formula, charge and spin)**: 1.44 kcal/mol
**LUMO level**: -0.0095 Eh
**HOMO-LUMO gap**: 6.855 eV
**HOMO**: -0.2614 Ha
**Net charge**: 0
**Spin multiplicity**: 1
**M**: 855.5 g/mol



> Which value of HOMO does entry 3 give?

-0.2614 Ha